ORCA calculation (the ωB97M-V functional and the def2-TZVPD basis) on one molecule with the formula C5H8O in a non-equilibrium geometry.

Geometry as XYZ:
```
14
C5H8O | OMol25 | the ωB97M-V functional and the def2-TZVPD basis
C 1.77 -0.84 -0.07
C 0.54 0.02 0.12
C -0.65 -0.07 -0.83
C -1.80 0.62 -0.12
C -1.62 1.04 1.12
O -1.41 1.41 2.21
H 2.48 -0.59 0.73
H 1.52 -1.90 0.04
H 2.28 -0.69 -1.03
H 0.83 1.08 0.18
H 0.16 -0.26 1.11
H -0.45 0.44 -1.79
H -0.89 -1.11 -1.08
H -2.76 0.84 -0.57
```

Output
SMILES ... CCCC=C=O
Max |F| ... 1.00 eV Å⁻¹
LUMO ... 0.995 eV
Net charge ... 0
Energy above the lowest of the compared OMol25 structures with the same formula, charge and spin ... 114.4 kJ/mol
Kohn-Sham gap ... 9.8 eV

Which charges does Mulliken predict for the atoms? In e, they are:
1. C -1.3614
2. C -0.4484
3. C -0.2574
4. C -0.6437
5. C 0.5613
6. O -0.4074
7. H 0.3433
8. H 0.3335
9. H 0.3418
10. H 0.3594
11. H 0.2888
12. H 0.2701
13. H 0.2827
14. H 0.3374